*A*
Formula: C33H34F6GeMoNO2S
Source: OMol25
Level of theory: the ωB97M-V functional and the def2-TZVPD basis

Geometry (Å):
Mo  0.012  -1.165  0.073
N  -1.137  -0.386  1.094
C  -2.279  -0.061  1.747
C  -2.398  -0.394  3.121
C  -3.685  -0.485  3.706
C  -3.816  -0.837  5.031
C  -2.677  -1.095  5.790
C  -1.398  -1.018  5.229
C  -1.255  -0.683  3.906
C  -3.290  0.615  0.965
C  -3.489  0.276  -0.384
C  -4.472  0.912  -1.112
C  -5.234  1.921  -0.521
C  -5.025  2.285  0.803
C  -4.068  1.626  1.555
H  -4.564  -0.338  3.094
H  -4.797  -0.929  5.476
H  -2.783  -1.367  6.832
H  -0.530  -1.217  5.842
H  -0.267  -0.593  3.473
H  -2.929  -0.540  -0.827
H  -4.677  0.613  -2.131
H  -6.000  2.421  -1.100
H  -5.612  3.075  1.251
H  -3.888  1.916  2.581
C  1.867  0.328  -4.060
C  0.486  -0.265  -3.870
S  -0.527  0.468  -2.575
O  0.400  0.282  -1.262
C  -0.466  2.243  -2.921
C  0.614  3.032  -2.200
H  2.355  -0.213  -4.870
H  2.481  0.205  -3.169
H  1.833  1.379  -4.345
H  0.506  -1.322  -3.598
H  -0.145  -0.174  -4.761
H  -1.467  2.593  -2.668
H  -0.354  2.275  -4.008
H  0.459  3.030  -1.122
H  0.555  4.063  -2.550
H  1.615  2.661  -2.423
Ge  1.936  0.511  0.210
C  3.611  -0.082  -0.493
C  4.462  0.788  -1.186
C  5.717  0.356  -1.574
C  6.135  -0.934  -1.260
C  5.295  -1.799  -0.573
C  4.029  -1.380  -0.196
C  1.625  2.190  1.070
C  0.622  2.350  2.026
C  0.489  3.558  2.691
C  1.347  4.611  2.396
C  2.351  4.456  1.447
C  2.501  3.245  0.792
H  1.315  -1.297  1.157
H  4.155  1.796  -1.436
H  6.376  1.023  -2.113
H  7.125  -1.261  -1.547
H  5.626  -2.800  -0.329
H  3.388  -2.067  0.341
H  -0.045  1.534  2.273
H  -0.274  3.678  3.448
H  1.243  5.553  2.918
H  3.027  5.272  1.233
H  3.311  3.135  0.083
C  -1.140  -4.350  -2.444
C  -0.371  -3.763  -1.277
O  -0.177  -2.351  -1.408
C  -1.142  -3.957  0.028
F  -0.492  -3.124  0.986
F  -2.362  -3.433  -0.059
F  -1.205  -5.151  0.524
C  1.056  -4.370  -1.187
F  1.679  -4.244  -2.348
F  1.034  -5.644  -0.827
F  1.784  -3.689  -0.271
H  -2.096  -3.843  -2.550
H  -1.321  -5.413  -2.276
H  -0.564  -4.239  -3.359

Calculated values
**Net charge**: +3

Atom charges from the Löwdin analysis, given in e for atoms 1 to 2:
1. Mo 1.473
2. N -0.124


*B*
Formula: C33H34F6GeMoNO2S
Source: OMol25
Level of theory: the ωB97M-V functional and the def2-TZVPD basis

Geometry (Å):
Mo  0.331  0.934  -0.696
N  1.414  -0.403  -0.707
C  2.253  -1.394  -1.117
C  3.649  -1.199  -0.974
C  4.541  -1.969  -1.766
C  5.900  -1.774  -1.662
C  6.390  -0.822  -0.771
C  5.530  -0.045  0.012
C  4.174  -0.220  -0.092
C  1.614  -2.580  -1.642
C  0.466  -2.487  -2.444
C  -0.106  -3.633  -2.953
C  0.424  -4.882  -2.628
C  1.538  -4.987  -1.807
C  2.146  -3.841  -1.326
H  4.148  -2.662  -2.497
H  6.582  -2.342  -2.278
H  7.459  -0.673  -0.690
H  5.941  0.679  0.702
H  3.505  0.349  0.542
H  0.083  -1.514  -2.736
H  -0.949  -3.571  -3.628
H  -0.034  -5.778  -3.026
H  1.937  -5.959  -1.550
H  3.002  -3.916  -0.668
C  -4.484  0.847  0.275
C  -3.858  0.476  -1.055
S  -2.528  -0.730  -1.001
O  -1.453  0.024  -0.021
C  -3.219  -2.127  -0.083
C  -2.963  -2.185  1.411
H  -5.267  1.579  0.079
H  -3.762  1.316  0.942
H  -4.948  -0.003  0.773
H  -3.399  1.326  -1.564
H  -4.567  0.027  -1.758
H  -2.811  -2.995  -0.601
H  -4.285  -2.061  -0.317
H  -1.904  -2.307  1.633
H  -3.495  -3.054  1.797
H  -3.341  -1.305  1.930
Ge  -0.495  0.824  1.720
C  -1.381  2.390  2.390
C  -2.426  2.298  3.321
C  -2.953  3.443  3.887
C  -2.431  4.687  3.547
C  -1.401  4.788  2.623
C  -0.881  3.647  2.036
C  0.003  -0.678  2.797
C  1.162  -1.414  2.546
C  1.539  -2.430  3.409
C  0.758  -2.725  4.519
C  -0.396  -1.995  4.779
C  -0.767  -0.966  3.931
H  1.055  1.874  0.528
H  -2.845  1.340  3.603
H  -3.761  3.375  4.602
H  -2.831  5.581  4.007
H  -1.003  5.759  2.361
H  -0.083  3.748  1.308
H  1.789  -1.189  1.692
H  2.449  -2.986  3.227
H  1.056  -3.515  5.195
H  -0.991  -2.215  5.654
H  -1.652  -0.392  4.175
C  -0.784  2.726  -4.331
C  -0.120  2.763  -2.970
O  -0.668  1.781  -2.080
C  1.380  2.473  -3.081
F  1.872  2.422  -1.758
F  1.600  1.248  -3.570
F  2.093  3.333  -3.739
C  -0.374  4.122  -2.262
F  -1.664  4.411  -2.277
F  0.308  5.095  -2.855
F  0.015  4.068  -0.969
H  -0.696  1.730  -4.763
H  -0.297  3.440  -4.996
H  -1.832  2.996  -4.243

Calculated values
**Net charge**: +3

Atom charges from the Löwdin analysis, given in e for atoms 1 to 2:
1. Mo 1.469
2. N -0.124


Decreasing stability: *A*, *B*


*A*
Formula: N2
Source: OMol25
Level of theory: the ωB97M-V functional and the def2-TZVPD basis

Geometry (Å):
N  -0.035  -0.189  0.538
N  0.035  0.189  -0.538

Calculated values
**Structure (SMILES)**: N#N
**Net charge**: 0

Charges computed using Löwdin, reported in e:
1. N 0.000
2. N 0.000


*B*
Formula: N2
Source: OMol25
Level of theory: the ωB97M-V functional and the def2-TZVPD basis

Geometry (Å):
N  0.588  -0.387  -0.234
N  -0.588  0.387  0.234

Calculated values
**Structure (SMILES)**: N#N
**Net charge**: 0

Charges computed using Löwdin, reported in e:
1. N 0.000
2. N 0.000


Decreasing stability: *A*, *B*